90
Properties=species:S:1:pos:R:3:forces:R:3:lowdin_spin:R:1 method="wB97M-V/def2-TZVPD" relative_energy_kcal_mol=0.0 s_squared=0.87 charge=+1 multiplicity=2
I -1.370 -3.595 0.303 0.701 0.346 -0.664 -0.04
Ru -0.060 -1.032 0.534 -1.646 -1.402 -1.182 1.04
Br 0.407 0.349 7.904 -0.004 0.000 -0.019 0.00
Cl 1.919 -2.221 -0.005 -0.915 0.643 0.104 0.02
P -3.248 0.351 1.448 -0.298 0.190 0.287 0.00
P -1.044 2.138 1.483 -0.152 0.364 0.366 0.00
P -0.501 -1.286 -1.956 0.907 1.159 0.904 -0.06
O -1.092 1.878 2.957 -0.181 -0.011 -0.081 0.00
O -3.575 3.002 1.655 -0.071 0.136 -0.016 0.00
O 1.663 -0.161 2.082 -0.176 -0.069 -0.400 0.03
O -3.215 0.349 3.025 0.226 0.114 -0.086 0.00
O -0.532 3.621 1.163 -0.143 -0.095 -0.107 0.00
O -2.378 -0.701 0.833 0.999 -0.147 -0.039 0.01
O -4.769 0.158 1.069 0.044 -0.169 0.059 0.00
O -0.264 -1.537 3.015 -0.069 -0.104 -0.210 0.01
O -0.183 1.246 0.622 0.403 -0.999 -0.622 0.02
N 2.576 2.582 2.220 -0.161 -0.225 -0.043 0.00
N 3.865 2.605 4.047 -0.129 -0.272 0.226 0.00
C -1.997 0.626 -3.391 0.074 -0.110 -0.084 0.00
C -0.306 -6.483 -3.457 -0.011 -0.054 0.092 0.00
C 0.089 -0.645 5.272 -0.189 -0.111 -0.006 0.00
C -0.360 -6.945 -2.177 0.002 -0.081 -0.209 0.00
C 1.917 1.116 4.128 -0.156 -0.182 -0.104 0.00
C 4.984 5.109 0.970 -0.047 0.038 -0.084 0.00
C -3.193 1.177 -3.825 -0.006 0.018 -0.061 0.00
C -0.375 -5.098 -3.738 0.006 0.119 0.152 0.00
C 0.764 0.294 6.050 0.048 0.067 -0.007 0.00
C -2.813 2.057 0.931 0.309 -0.551 0.175 0.00
C 3.853 4.320 0.879 -0.085 -0.001 -0.055 0.00
C -3.231 -0.997 -2.099 0.007 0.064 -0.073 0.00
C 1.322 0.121 3.370 0.185 0.057 0.400 0.00
C -0.352 -2.396 -4.370 -0.092 0.038 0.144 0.00
C -4.401 0.659 -3.386 -0.013 0.000 -0.044 0.00
C -0.685 -4.697 -1.391 -0.042 0.251 0.524 0.00
C 5.520 4.289 3.189 -0.032 -0.041 0.047 0.00
C 5.809 5.089 2.103 0.019 -0.003 0.035 0.00
C 2.049 -0.846 -3.071 -0.107 0.009 0.026 0.00
C -0.524 -4.139 -2.685 0.091 -0.051 -0.255 0.00
C 0.355 -0.712 3.920 0.274 0.251 0.232 0.00
C 2.039 1.841 -2.349 0.021 0.006 0.009 0.00
C 0.917 -0.286 -2.485 -0.071 0.089 -0.105 -0.01
C 3.162 1.282 -2.943 0.006 -0.011 -0.031 -0.01
C -0.283 -4.669 -5.079 0.019 0.098 -0.088 0.00
C -4.420 -0.434 -2.529 -0.003 -0.035 0.032 0.00
C -2.014 -0.463 -2.525 -0.005 -0.084 0.241 -0.01
C 3.165 -0.058 -3.303 0.060 0.015 -0.017 0.00
C 0.922 1.060 -2.108 -0.028 -0.064 -0.124 -0.01
C -0.283 -3.344 -5.398 0.007 -0.145 -0.057 0.00
C 4.381 3.487 3.121 -0.142 0.159 -0.462 0.00
C -3.047 2.252 -0.552 -0.010 -0.043 0.132 0.00
C 2.801 2.098 3.498 0.394 0.309 -0.019 0.00
C 1.653 1.187 5.497 -0.120 -0.056 -0.081 0.00
C 3.572 3.505 1.967 0.346 0.051 0.335 0.00
C -0.468 -2.761 -3.048 -0.006 -0.106 0.554 -0.01
C -1.275 -2.399 3.529 -0.011 0.055 0.141 0.00
C -0.573 -6.034 -1.133 -0.072 0.153 0.218 0.00
H -0.276 -8.000 -1.958 -0.006 0.002 -0.002 0.00
H -2.476 1.518 -1.120 -0.054 0.141 0.062 0.00
H -3.176 2.011 -4.514 -0.010 0.030 0.041 0.00
H -2.747 3.258 -0.845 0.025 0.012 0.006 0.00
H -5.331 1.108 -3.710 0.000 -0.026 -0.028 0.00
H -0.677 -6.399 -0.120 0.006 -0.018 -0.022 0.00
H 2.342 0.444 1.750 0.017 0.022 -0.026 0.00
H -0.964 4.295 1.709 0.114 -0.107 -0.023 0.00
H 6.142 4.274 4.073 0.019 0.003 -0.018 0.00
H 0.064 1.487 -1.607 0.067 0.027 -0.050 0.00
H -0.199 -7.166 -4.290 0.035 -0.013 0.019 0.00
H -0.207 -3.017 -6.425 -0.006 0.002 -0.002 0.00
H 3.211 4.346 0.007 0.035 0.003 -0.008 0.00
H 1.708 2.501 1.709 0.021 0.074 0.014 0.00
H -0.830 -3.178 4.151 0.006 0.006 -0.020 0.00
H 5.237 5.765 0.147 0.005 -0.015 0.003 0.00
H -0.208 -5.423 -5.852 0.026 0.005 -0.004 0.00
H -5.362 -0.848 -2.194 -0.006 0.023 0.002 0.00
H -3.461 2.867 2.606 0.045 -0.024 -0.009 0.00
H -2.365 0.823 3.305 -0.177 -0.065 -0.056 0.00
H 2.033 2.885 -2.066 0.001 -0.004 0.003 0.00
H -3.247 -1.841 -1.422 -0.023 0.001 -0.008 0.00
H -4.107 2.116 -0.766 0.024 0.078 -0.056 0.00
H -2.013 -1.835 4.097 -0.027 0.034 -0.008 0.00
H -5.195 -0.603 1.489 -0.017 0.153 -0.043 0.00
H -1.056 1.046 -3.724 -0.039 -0.015 -0.036 0.00
H -0.623 -1.304 5.745 -0.016 -0.003 -0.018 0.00
H -0.304 -1.346 -4.630 -0.017 -0.003 -0.021 0.00
H 4.043 -0.496 -3.757 0.002 -0.001 0.009 0.00
H 2.148 1.943 6.089 -0.006 0.001 0.012 0.00
H -1.769 -2.848 2.672 -0.026 0.072 0.275 0.00
H 6.688 5.720 2.120 -0.010 0.005 0.020 0.00
H 2.066 -1.897 -3.328 0.040 0.024 -0.011 0.00
H 4.039 1.890 -3.124 -0.003 0.002 0.002 0.00



64
Properties=species:S:1:pos:R:3:forces:R:3:nbo_charge:R:1 method="wB97M-V/def2-TZVPD" relative_energy_kcal_mol=13.6 charge=+1
Pt -0.129 0.025 0.015 -0.946 0.010 -0.563 1.25
Se -1.721 1.894 -0.793 0.304 0.373 0.108 -0.70
Si -1.826 2.546 -2.990 0.023 -0.068 0.074 1.46
N 1.107 0.664 -1.540 0.526 -0.568 0.211 -0.95
N 0.971 1.082 1.300 -0.116 -0.230 0.287 -0.45
N -1.188 -1.422 -1.083 -0.167 0.337 0.189 -0.47
N -1.360 -0.043 1.627 0.054 -0.445 0.309 -0.42
C -3.381 1.821 -3.749 -0.002 0.022 -0.005 -1.14
C -4.851 2.547 1.782 0.005 -0.011 0.014 -0.19
C 0.626 -1.719 0.809 0.274 0.221 -0.230 -0.18
C 2.250 1.480 1.378 -0.041 0.305 -0.058 -0.03
C -2.718 -0.598 1.692 0.076 0.005 0.114 -0.26
C 1.753 -1.882 1.593 -0.062 -0.021 0.106 -0.21
C -0.232 -2.802 0.578 0.184 -0.117 0.018 -0.10
C -1.278 -2.602 -0.428 0.251 -0.132 -0.173 0.22
C 0.477 1.005 2.589 0.099 0.056 -0.050 -0.03
C 2.578 1.742 2.711 0.029 -0.004 -0.044 -0.30
C 2.016 -3.123 2.167 0.024 0.036 -0.010 -0.18
C 1.156 -4.192 1.965 0.005 -0.026 0.007 -0.21
C -3.815 0.406 1.426 0.024 -0.012 -0.035 0.04
C -3.036 -3.283 -1.901 -0.005 -0.007 0.003 -0.11
C -3.828 1.649 2.043 -0.038 0.007 0.019 -0.22
C 1.458 1.438 3.481 -0.031 -0.060 -0.002 -0.19
C -0.791 0.409 2.702 -0.150 0.229 -0.075 0.17
C -5.873 2.204 0.908 -0.002 -0.001 -0.004 -0.20
C -2.239 -3.533 -0.799 0.063 -0.026 -0.068 -0.24
C -5.872 0.956 0.301 -0.005 0.008 -0.014 -0.20
C -1.944 4.400 -2.888 -0.016 0.016 -0.084 -1.13
C -0.382 2.052 -4.100 -0.010 -0.026 0.030 -1.14
C -1.922 -1.202 -2.179 -0.108 -0.022 0.061 0.08
C -4.844 0.062 0.560 0.019 0.023 -0.026 -0.22
C -2.845 -2.119 -2.633 0.010 -0.001 -0.034 -0.25
C 0.039 -4.038 1.161 -0.084 0.010 0.014 -0.18
H -1.768 -0.260 -2.680 -0.086 0.078 0.078 0.23
H -4.850 3.517 2.261 0.003 0.003 -0.008 0.22
H 0.708 0.549 -2.465 -0.052 0.014 -0.017 0.42
H -1.310 0.332 3.653 -0.003 0.018 0.002 0.22
H 1.361 1.510 4.552 -0.005 0.010 -0.002 0.24
H 0.539 2.587 -3.861 0.021 -0.042 0.016 0.24
H -2.112 4.845 -3.872 0.003 -0.010 0.002 0.24
H -3.766 2.492 -4.522 0.013 -0.013 -0.016 0.25
H -0.640 2.302 -5.133 -0.014 0.074 0.021 0.26
H -4.834 -0.906 0.072 -0.002 -0.002 0.001 0.20
H -2.840 -1.043 2.683 0.012 0.019 0.004 0.22
H -0.605 -4.888 0.974 0.007 -0.004 0.011 0.22
H -3.199 0.855 -4.226 -0.010 -0.019 0.030 0.22
H -1.032 4.824 -2.465 -0.007 0.007 0.010 0.25
H 1.153 1.663 -1.353 0.029 0.037 -0.172 0.43
H -6.670 0.681 -0.377 0.001 0.002 -0.001 0.22
H -3.029 1.941 2.714 0.002 0.001 -0.009 0.21
H -2.776 4.684 -2.240 0.008 0.012 0.005 0.25
H -2.797 -1.404 0.971 -0.036 -0.060 -0.001 0.21
H -3.787 -4.001 -2.201 0.004 -0.002 -0.002 0.24
H -4.158 1.693 -2.994 -0.005 0.005 -0.004 0.25
H 2.870 1.623 0.505 -0.009 -0.031 -0.008 0.21
H 2.431 -1.057 1.772 -0.013 0.029 0.035 0.22
H 2.903 -3.252 2.773 -0.006 0.000 0.007 0.23
H -2.343 -4.449 -0.237 0.004 -0.002 -0.012 0.24
H -0.186 0.974 -4.114 -0.015 -0.004 -0.036 0.20
H 1.367 -5.152 2.416 -0.002 0.001 -0.001 0.23
H -3.415 -1.907 -3.525 -0.003 0.001 0.003 0.25
H 2.046 0.271 -1.538 -0.017 -0.006 -0.027 0.41
H -6.669 2.907 0.703 -0.002 -0.002 0.003 0.22
H 3.522 2.125 3.058 -0.004 0.007 -0.004 0.24



71
Properties=species:S:1:pos:R:3:forces:R:3:nbo_charge:R:1 method="wB97M-V/def2-TZVPD" relative_energy_kcal_mol=0.0 charge=+2
Se -0.029 -2.927 1.160 -0.127 -0.160 0.095 0.05
Ti -0.268 -0.662 0.148 0.084 0.235 0.740 1.50
S -3.376 -0.660 -0.107 -0.163 0.304 -0.087 2.33
O -3.279 -1.579 0.989 0.105 -0.131 -0.008 -0.92
O -0.466 -0.684 4.336 0.081 0.011 0.019 -0.66
O -3.321 -1.183 -1.452 0.123 -0.035 -0.039 -0.95
O 0.166 -0.124 1.864 0.457 -0.257 0.198 -0.65
N 1.027 -4.999 -0.507 0.075 -0.023 -0.078 -0.32
N 2.386 -0.193 1.376 0.088 0.026 -0.479 -0.35
N -7.878 2.981 0.576 0.012 0.005 0.004 -0.75
N -1.959 0.246 0.065 -0.396 0.056 -0.502 -0.95
N 1.801 -0.400 0.164 0.290 0.296 0.190 -0.27
N -1.117 -4.842 -0.737 -0.003 0.011 -0.010 -0.31
N 0.378 -1.150 -1.848 0.111 0.209 0.118 -0.53
N -2.425 2.557 -0.440 0.068 0.162 -0.032 -0.44
N -0.272 1.549 -0.466 0.059 -0.141 0.017 -0.53
C 1.435 -0.131 2.275 -0.152 -0.272 0.015 0.63
C 0.818 -0.434 4.685 -0.199 -0.043 0.047 0.45
C -5.286 0.995 -1.042 0.005 -0.072 0.013 -0.12
C -1.607 1.541 -0.314 -0.322 -0.610 0.058 0.59
C -1.826 3.723 -0.703 -0.022 -0.030 0.010 0.14
C -0.052 -4.297 -0.129 -0.078 -0.058 -0.145 0.25
C 1.684 -0.870 -2.098 0.095 -0.050 0.184 0.16
C 2.211 -0.946 -3.370 -0.008 -0.039 -0.090 -0.21
C 2.529 -0.241 6.365 0.003 -0.005 -0.007 -0.11
C 0.640 -5.992 -1.380 0.062 0.032 0.024 -0.04
C 1.375 -1.315 -4.418 0.067 0.020 0.023 -0.10
C 0.044 -1.597 -4.159 -0.070 -0.024 0.010 -0.23
C -6.341 1.855 -0.875 0.008 -0.007 0.013 -0.28
C 1.215 -0.475 6.019 0.035 0.017 -0.015 -0.32
C 2.474 -0.513 -0.915 0.000 -0.001 -0.183 0.09
C -0.449 3.867 -0.814 0.002 0.006 -0.009 -0.31
C 3.103 0.062 4.067 0.032 0.008 -0.001 -0.11
C -0.699 -5.892 -1.525 -0.075 0.040 0.060 -0.05
C -4.714 0.374 0.073 -0.147 0.279 0.102 -0.42
C -5.199 0.637 1.359 0.030 -0.004 -0.037 -0.14
C 1.766 -0.162 3.688 -0.020 0.288 -0.021 -0.27
C -0.425 -1.498 -2.860 -0.030 0.024 0.045 0.08
C 0.315 2.722 -0.688 0.010 -0.024 -0.051 0.12
C 2.399 -4.760 -0.059 -0.101 -0.027 -0.034 -0.40
C -6.844 2.126 0.413 -0.041 0.024 -0.019 0.24
C -2.520 -4.455 -0.553 0.097 -0.081 -0.033 -0.42
C -6.252 1.499 1.527 -0.002 0.008 -0.005 -0.27
C 3.486 0.030 5.385 -0.030 0.000 0.011 -0.25
H 4.513 0.216 5.661 0.002 -0.003 -0.002 0.24
H -2.915 -4.060 -1.486 -0.022 0.037 0.009 0.23
H -0.636 -1.884 -4.948 0.014 0.006 -0.013 0.26
H 3.005 -5.606 -0.368 0.020 0.008 -0.002 0.24
H 1.395 2.733 -0.779 0.002 -0.016 0.012 0.22
H 3.256 -0.717 -3.533 -0.005 0.000 -0.026 0.25
H -1.392 -6.481 -2.099 0.003 -0.007 -0.003 0.26
H -2.579 -3.699 0.221 -0.038 0.084 0.036 0.26
H 1.346 -6.682 -1.807 -0.003 -0.004 -0.002 0.25
H -1.464 -1.678 -2.603 0.013 0.009 -0.049 0.26
H -4.754 0.148 2.215 0.010 -0.006 -0.006 0.24
H -6.799 2.324 -1.736 0.002 -0.001 -0.003 0.23
H -6.643 1.695 2.517 0.008 -0.006 0.003 0.23
H -4.909 0.782 -2.033 0.013 -0.005 0.000 0.24
H 2.815 -0.273 7.408 0.007 0.004 -0.004 0.24
H 2.420 -4.673 1.024 0.013 0.007 0.002 0.24
H 2.783 -3.847 -0.509 0.022 0.012 0.017 0.22
H -3.085 -5.333 -0.249 -0.008 -0.006 -0.016 0.24
H 1.764 -1.376 -5.426 -0.003 -0.005 -0.002 0.25
H 3.829 0.273 3.295 -0.012 -0.005 -0.015 0.24
H -2.480 4.579 -0.821 -0.018 -0.010 0.005 0.23
H -8.288 3.129 1.481 0.001 -0.007 0.000 0.41
H 3.551 -0.379 -0.936 -0.001 -0.043 -0.029 0.24
H -0.976 -0.874 5.132 -0.026 -0.003 -0.017 0.49
H 0.005 4.828 -1.001 -0.005 0.000 -0.004 0.26
H 0.477 -0.693 6.783 0.001 0.002 0.001 0.23
H -8.351 3.377 -0.215 -0.003 -0.006 -0.002 0.41